A molecular structure, C65H57CdN4O3P2S2Se, computed with wB97M-V/def2-TZVPD.

```
135
Properties=species:S:1:pos:R:3:forces:R:3:mulliken_charge:R:1
Cd 0.7361 0.1176 0.5756 0.42 -0.57 0.54 1.21
O -1.8457 2.2422 0.2418 -0.03 0.81 0.99 -0.79
S -1.6680 1.3146 -0.8886 -1.10 0.74 -1.37 2.32
C -3.4314 0.9991 -1.3414 0.29 -0.03 -0.21 -0.55
C -3.9733 1.2690 -2.5744 0.26 -0.01 0.04 0.31
C -5.3597 1.2485 -2.8265 -0.27 -0.04 0.09 -1.71
C -6.2063 0.9823 -1.7912 0.22 0.01 -0.08 0.25
C -7.7069 0.9857 -1.6850 -0.13 0.03 -0.13 -0.73
C -8.0034 0.5851 -0.2191 -0.18 -0.03 0.15 -0.88
C -6.6523 0.3538 0.4018 0.19 -0.04 0.12 0.33
C -6.2755 -0.0520 1.6515 -0.25 0.05 -0.17 -1.35
C -4.9055 -0.2030 1.9159 0.23 0.04 -0.10 0.38
C -3.9101 0.0996 1.0063 0.02 -0.03 0.17 -0.72
P -2.1605 -0.2672 1.4699 -0.65 -0.33 0.97 2.51
C -2.4867 -1.9767 2.0749 0.23 0.06 -0.13 0.28
C -2.5351 -2.3994 3.3973 0.08 0.14 -0.01 -0.04
C -2.7464 -3.7380 3.6906 -0.09 -0.09 0.16 -0.69
C -2.9188 -4.6651 2.6772 0.00 -0.01 0.03 -0.67
C -2.8806 -4.2464 1.3569 -0.10 -0.03 -0.04 -0.50
C -2.6671 -2.9146 1.0618 0.05 0.00 0.07 -0.73
C -2.0290 0.6633 3.0364 0.18 0.04 -0.06 0.70
C -2.8803 1.7035 3.3858 -0.01 -0.01 -0.05 -0.94
C -2.6635 2.4241 4.5477 -0.04 0.13 0.05 -0.71
C -1.5773 2.1364 5.3564 0.03 0.02 0.05 -0.76
C -0.7103 1.1127 5.0042 0.05 -0.02 0.10 -0.78
C -0.9315 0.3801 3.8514 -0.09 -0.03 -0.11 -0.64
C -4.2745 0.5776 -0.2793 -0.35 -0.07 0.18 -1.26
C -5.6558 0.6339 -0.5459 0.13 0.05 0.04 0.96
C -1.3774 2.3857 -2.3244 0.08 0.10 0.18 -0.88
C -1.7417 3.6999 -2.2005 -0.02 -0.33 0.36 -0.17
C -1.6706 4.6139 -3.2679 0.06 0.03 -0.33 -1.46
C -1.2685 4.1479 -4.4875 -0.06 0.04 0.17 0.71
C -1.1399 4.8171 -5.8286 -0.03 0.20 -0.06 -0.94
C -0.6528 3.7048 -6.7914 0.03 -0.02 -0.20 -0.88
C -0.5091 2.4799 -5.9280 0.00 -0.13 0.14 0.05
C -0.1062 1.2024 -6.2009 -0.02 0.25 -0.15 -1.38
C 0.0080 0.2972 -5.1324 -0.21 0.00 0.22 0.65
C -0.3158 0.6106 -3.8273 0.18 -0.12 -0.02 -1.33
P 0.1619 -0.4823 -2.3973 0.06 -0.02 -1.57 3.24
C -0.9086 -1.8632 -2.9493 0.14 -0.05 0.17 0.42
C -0.5574 -2.8427 -3.8672 0.03 -0.04 0.05 -0.58
C -1.4714 -3.8193 -4.2249 -0.06 -0.12 -0.23 -1.04
C -2.7500 -3.8170 -3.6946 -0.10 -0.12 0.00 -0.84
C -3.1094 -2.8366 -2.7833 -0.19 -0.03 -0.03 -0.28
C -2.1904 -1.8760 -2.4133 0.09 0.02 0.05 0.19
C 1.8052 -0.9442 -3.0379 0.01 -0.07 0.04 0.51
C 2.3432 -2.2048 -2.7978 -0.05 0.18 -0.08 -0.76
C 3.6578 -2.4698 -3.1411 0.17 -0.17 -0.03 -0.86
C 4.4490 -1.4874 -3.7131 0.06 -0.09 0.02 -0.78
C 3.9306 -0.2210 -3.9196 -0.02 0.10 -0.01 -0.61
C 2.6231 0.0513 -3.5713 -0.10 -0.04 -0.08 -0.76
C -0.8596 1.8880 -3.5452 0.10 0.13 -0.42 -0.19
C -0.8825 2.8021 -4.6134 -0.05 -0.05 0.11 0.71
H -3.3262 1.5340 -3.3967 0.03 0.05 -0.02 0.55
H -5.7219 1.4848 -3.8164 -0.03 0.03 -0.10 0.49
H -8.1552 0.2830 -2.3899 -0.02 0.04 -0.02 0.27
H -8.1012 1.9778 -1.9131 -0.05 -0.04 -0.05 0.26
H -8.6227 -0.3124 -0.1658 -0.03 0.04 0.03 0.28
H -8.5289 1.3800 0.3171 -0.06 -0.07 -0.06 0.28
H -6.9993 -0.2732 2.4240 -0.06 -0.05 0.05 0.43
H -4.6151 -0.5773 2.8892 0.03 -0.02 0.02 0.59
H -2.3956 -1.6913 4.2048 0.01 -0.02 -0.02 0.45
H -2.7783 -4.0572 4.7242 0.03 -0.01 0.05 0.43
H -3.0692 -5.7103 2.9127 0.00 -0.03 0.02 0.37
H -3.0062 -4.9564 0.5550 0.03 -0.11 -0.12 0.49
H -2.6135 -2.5925 0.0322 0.03 -0.05 -0.11 -0.29
H -3.7105 1.9602 2.7453 -0.05 0.04 -0.03 0.41
H -3.3482 3.2171 4.8175 0.00 0.09 0.00 0.39
H -1.3984 2.7177 6.2516 0.00 -0.01 0.05 0.36
H 0.1439 0.8874 5.6273 0.09 -0.05 0.00 0.57
H -0.2421 -0.4092 3.5699 0.17 -0.04 0.05 0.50
H -2.1092 4.0170 -1.2348 -0.03 0.06 0.10 0.69
H -1.9610 5.6437 -3.1128 -0.03 0.08 0.00 0.42
H -0.4252 5.6412 -5.7825 -0.05 0.05 -0.03 0.28
H -2.0988 5.2298 -6.1455 0.02 0.08 -0.04 0.27
H 0.3025 3.9679 -7.2523 -0.08 -0.01 -0.07 0.27
H -1.3737 3.5261 -7.5927 0.08 0.06 -0.04 0.27
H 0.1660 0.8913 -7.2004 0.04 -0.01 -0.09 0.42
H 0.4030 -0.6871 -5.3425 0.06 -0.05 0.01 0.48
H 0.4382 -2.8629 -4.2888 0.00 0.00 -0.03 0.38
H -1.1849 -4.5824 -4.9373 0.02 -0.05 0.00 0.43
H -3.4622 -4.5824 -3.9777 0.02 -0.01 -0.01 0.38
H -4.1032 -2.8254 -2.3549 -0.06 0.00 0.04 0.57
H -2.4547 -1.1186 -1.6889 -0.06 -0.18 0.03 -0.48
H 1.7358 -2.9578 -2.3173 0.05 -0.15 0.02 0.40
H 4.0797 -3.4434 -2.9350 0.00 -0.09 0.01 0.43
H 5.4794 -1.6931 -3.9648 0.09 -0.07 -0.02 0.37
H 4.5590 0.5652 -4.3150 0.03 0.06 -0.05 0.39
H 2.2325 1.0547 -3.6785 0.03 0.04 -0.05 0.13
N 2.2476 3.9557 -1.2134 -0.03 0.18 -0.34 -0.39
C 1.6983 2.8967 -0.5577 0.34 0.64 0.31 -0.21
O 1.0068 2.0849 -1.1414 0.14 -0.15 -0.11 0.45
C 2.0058 2.8822 0.9260 -0.26 -0.22 0.13 -0.88
C 1.1732 1.8988 1.7308 -0.12 0.18 -0.04 -1.45
H 2.2469 3.9369 -2.2213 -0.03 -0.10 0.05 0.26
H 2.9952 4.4619 -0.7701 -0.08 -0.03 0.03 0.26
H 1.8729 3.9075 1.3006 0.17 -0.01 -0.14 0.46
H 3.0714 2.6398 1.0039 0.02 0.05 0.04 0.27
H 0.2063 2.3544 1.9556 -0.02 -0.04 0.00 0.58
H 1.6773 1.6990 2.6799 -0.11 -0.30 -0.17 0.40
C 4.8554 -2.9016 8.4078 0.02 0.00 -0.12 -1.49
C 4.2010 -2.5582 7.0992 -0.01 0.05 0.07 0.75
C 3.1992 -3.3452 6.5501 0.07 -0.01 0.11 -1.01
C 2.6391 -3.0581 5.3160 -0.02 0.00 0.03 0.71
C 1.5593 -3.9335 4.7574 0.07 -0.03 0.06 -1.55
C 3.0993 -1.9493 4.5873 -0.32 0.13 -0.63 0.21
Se 2.4377 -1.6420 2.8134 0.14 -0.02 0.03 -0.13
C 4.0829 -1.1247 5.1463 -0.03 -0.03 0.05 0.88
C 4.6000 0.0888 4.4293 -0.13 0.07 0.09 -1.00
C 4.6130 -1.4446 6.3856 0.01 -0.05 0.11 -0.87
H 4.2505 -3.5984 8.9845 -0.03 -0.05 0.07 0.35
H 5.0220 -2.0054 9.0049 0.02 0.02 0.10 0.36
H 5.8273 -3.3651 8.2280 0.08 -0.06 0.11 0.28
H 2.8480 -4.2138 7.0950 -0.04 -0.09 0.07 0.27
H 1.3202 -4.7489 5.4390 0.00 -0.07 0.10 0.39
H 1.8719 -4.3423 3.7967 -0.09 -0.01 -0.08 0.36
H 0.6583 -3.3490 4.5690 -0.06 -0.01 -0.11 0.13
H 3.8915 0.4009 3.6657 -0.02 0.02 -0.07 -0.29
H 5.5522 -0.1400 3.9468 0.17 0.01 -0.13 0.19
H 4.7608 0.9107 5.1267 0.12 0.06 0.09 0.44
H 5.3817 -0.8079 6.8051 0.13 0.13 0.09 0.34
O 0.3284 -4.1807 -0.1695 0.10 -0.75 -0.05 -0.71
C 0.2987 -3.0013 -0.1624 -0.05 -0.45 0.14 -0.31
N 0.1997 -1.8248 -0.2408 0.39 1.00 0.70 0.19
S 3.5555 -0.3543 -0.4827 0.09 0.07 0.11 -0.16
C 4.6249 0.8739 -0.2430 -0.33 -1.46 0.79 -0.12
N 5.4932 0.7528 0.8521 0.44 0.74 -0.37 0.18
C 6.5380 1.5856 1.0281 -0.41 -0.02 -0.27 0.01
C 6.6979 2.6400 0.1706 0.15 -0.08 0.10 -0.98
C 5.7276 2.7908 -0.8441 -0.28 -0.57 0.21 0.02
N 4.7440 1.9488 -1.0397 0.41 1.23 -0.52 -0.14
H 5.2941 -0.0253 1.4699 -0.09 -0.11 0.15 0.17
H 7.2119 1.3810 1.8466 -0.06 -0.05 0.11 0.43
H 7.5251 3.3225 0.2645 0.06 0.04 0.07 0.41
H 5.7684 3.6348 -1.5233 0.07 0.10 -0.04 0.47
```
Positions in Å, forces in eV/Å.

Computed properties:
Calculated total energy in eV: -190594.4362
HOMO level in eV: -3.23
2S+1: 1
Total charge: -1
F_max in eV/A: 1.91